Entry from the OMol25 dataset: a molecular structure, C30H31BrMnN6O4 (ωB97M-V/def2-TZVPD).

Geometry as XYZ:
```
73
Properties=species:S:1:pos:R:3:forces:R:3:lowdin_charge:R:1
Mn -0.3693 -0.1658 0.2396 -0.5 -0.6 -0.1 0.61
C -0.6571 2.3181 -1.3746 0.1 0.1 -0.1 -0.10
N 0.0627 1.0378 -1.5436 0.1 0.0 0.2 -0.17
C -0.5425 0.2549 -2.6319 -0.1 -0.1 0.0 -0.13
C -1.9044 -0.2571 -2.2540 0.1 0.1 0.0 -0.23
C -2.8317 -0.6733 -3.1950 0.0 0.0 0.0 0.00
C -4.0359 -1.1964 -2.7563 0.0 0.0 0.0 -0.05
C -4.2839 -1.2674 -1.3954 0.0 0.0 0.0 -0.04
C -3.3067 -0.8248 -0.5243 0.0 0.0 0.0 -0.09
N -2.1418 -0.3348 -0.9455 0.1 0.0 0.1 0.06
C 1.4800 1.2386 -1.8996 0.0 0.1 -0.2 -0.12
C 2.2835 2.0731 -0.9394 0.0 0.0 0.2 -0.28
C 3.5616 2.4795 -1.3106 0.1 0.0 0.0 -0.02
C 4.3369 3.1616 -0.3934 0.0 0.0 -0.1 -0.06
C 3.8120 3.4324 0.8614 -0.1 0.0 0.1 -0.07
C 2.5184 3.0202 1.1272 0.0 0.0 0.0 -0.12
N 1.7641 2.3649 0.2477 -0.2 -0.1 -0.1 0.13
C -1.4128 2.4863 -0.0812 0.0 0.1 0.0 -0.24
C -2.2248 3.6008 0.0819 0.0 0.0 0.1 -0.01
C -2.8594 3.8047 1.2936 0.0 0.0 -0.1 -0.05
C -2.6639 2.8878 2.3139 0.0 -0.1 0.0 -0.05
C -1.8581 1.7928 2.0651 0.0 0.0 0.1 -0.10
N -1.2571 1.5891 0.8924 0.3 0.0 0.0 0.04
H -1.3505 2.4741 -2.2080 0.0 0.0 0.0 0.13
H 0.0614 3.1376 -1.4152 0.0 0.0 0.0 0.13
H 0.1020 -0.6052 -2.8175 0.0 0.0 0.0 0.13
H -0.6055 0.8497 -3.5532 0.0 0.0 0.0 0.13
H -2.6020 -0.5979 -4.2496 0.0 0.0 0.0 0.12
H -4.7720 -1.5454 -3.4684 0.0 0.0 0.0 0.11
H -5.2083 -1.6730 -1.0105 0.0 0.0 0.0 0.11
H -3.4416 -0.8695 0.5479 0.0 0.0 0.0 0.11
H 1.5591 1.6885 -2.9016 -0.1 0.0 0.0 0.14
H 1.9323 0.2467 -1.9148 0.1 0.0 0.0 0.12
H 3.9465 2.2327 -2.2919 0.0 0.0 0.0 0.12
H 5.3410 3.4739 -0.6496 0.0 0.0 0.0 0.11
H 4.3865 3.9582 1.6113 0.0 0.0 0.0 0.10
H 2.0546 3.2264 2.0861 0.0 0.0 0.0 0.11
H -2.3472 4.2993 -0.7358 0.0 0.0 0.0 0.12
H -3.4941 4.6685 1.4413 0.0 0.0 0.0 0.11
H -3.1275 3.0105 3.2820 0.0 0.0 0.0 0.11
H -1.6786 1.0345 2.8159 0.0 0.0 0.0 0.11
C -0.4912 -4.4397 2.7102 0.0 0.0 0.0 -0.02
C -1.6870 -3.5251 3.0041 -0.1 0.0 0.0 -0.57
C -1.8285 -3.2763 4.5110 0.0 0.0 0.0 -0.04
C -2.9730 -4.1226 2.4170 0.0 0.0 0.1 -0.03
C -1.4343 -2.2397 2.3412 0.0 0.2 -0.1 -0.08
N -1.1994 -1.2599 1.7963 0.0 -0.1 -0.1 0.20
H -0.6492 -5.3932 3.2160 0.0 0.0 0.0 0.09
H 0.4369 -3.9982 3.0740 0.0 0.0 0.0 0.10
H -0.4059 -4.6131 1.6388 0.0 0.0 0.0 0.07
H -2.0131 -4.2282 5.0101 0.0 0.0 0.0 0.09
H -2.6640 -2.6087 4.7244 0.0 0.0 0.0 0.09
H -0.9181 -2.8406 4.9231 0.0 0.0 0.0 0.09
H -3.1494 -5.0975 2.8756 0.0 0.0 0.0 0.09
H -2.8696 -4.2421 1.3411 0.0 0.0 0.0 0.07
H -3.8327 -3.4837 2.6294 0.0 0.0 0.0 0.09
Br 4.6256 -4.2914 -2.4997 0.0 0.0 0.0 0.73
C 2.8193 -4.6789 -2.0785 0.0 0.0 0.0 -0.66
C 2.3381 -5.9639 -2.2801 0.0 0.0 0.0 -0.20
N 1.0844 -6.3087 -2.0040 0.0 0.0 0.0 0.07
C 0.2804 -5.3671 -1.5138 0.0 0.0 0.0 -0.09
C 0.6785 -4.0559 -1.2892 0.0 0.0 0.0 -0.10
C 1.9884 -3.6957 -1.5786 0.0 0.0 0.0 -0.04
C -0.2953 -3.0441 -0.7299 -0.1 0.0 0.1 -0.57
O -1.3700 -3.4443 -0.2663 0.0 0.0 -0.1 0.00
O 0.1090 -1.8426 -0.7907 0.2 0.1 0.0 -0.09
H 2.9881 -6.7354 -2.6755 0.0 0.0 0.0 0.10
H -0.7377 -5.6555 -1.2834 0.0 0.0 0.0 0.12
H 2.3297 -2.6823 -1.3981 0.0 0.0 0.0 0.10
O 2.8983 -0.6159 -0.1980 0.1 0.1 0.0 -0.05
C 2.4737 -0.7590 0.9482 0.0 -0.4 0.0 -0.52
O 1.2906 -0.5938 1.3807 -0.2 0.7 -0.1 -0.16
H 3.1755 -1.1297 1.7246 0.0 0.1 0.0 0.12
```
Forces are in eV/Å.

spin multiplicity	2
maximum force	0.78	eV/Å
gap between HOMO and LUMO (alpha / beta)	8.1 / 7.5	eV
HOMO energy (alpha / beta)	-7.8 / -7.2	eV
energy relative to the best compared isomer or geometry (same formula, charge and spin)	18.1	kcal/mol
E_LUMO (alpha / beta)	0.32 / 0.25	eV

Entry from the OMol25 dataset: a molecular structure, C30H31MnN10Se (ωB97M-V/def2-TZVPD).

Geometry as XYZ:
```
73
Properties=species:S:1:pos:R:3:forces:R:3:lowdin_charge:R:1
Mn 0.0366 -0.0705 -0.5229 0.1 -0.4 -0.7 0.57
C 0.3352 -3.7248 3.4782 0.0 0.0 0.0 -0.13
C 0.5519 -2.7582 4.4769 0.0 0.0 0.0 -0.12
C 0.6057 -1.3485 4.3502 0.0 0.0 0.0 -0.03
C 0.3861 -0.5577 3.2527 -0.1 0.0 0.0 -0.28
N -0.9555 -2.2814 2.0842 0.0 0.0 0.1 -0.01
C -0.2507 -3.5598 2.2580 0.0 0.0 -0.1 -0.12
N 0.6154 0.8028 3.2253 0.0 0.0 0.1 0.17
C 0.5114 1.6251 2.2416 0.0 0.0 -0.1 -0.25
N 0.2157 1.4858 0.7985 -0.1 0.3 0.4 0.01
C 0.2616 2.7365 0.2687 0.0 -0.1 0.1 -0.38
N 0.1001 3.1316 -0.9652 0.0 0.1 -0.1 0.15
C -0.4912 2.4436 -1.9667 0.0 0.0 0.0 -0.33
C -0.6459 3.1788 -3.1692 0.0 0.0 0.0 0.00
C -1.4067 2.6991 -4.1936 0.0 0.1 0.0 -0.05
C -2.0545 1.4701 -4.0166 0.0 0.0 0.0 -0.07
C -1.8050 0.7783 -2.8656 0.0 -0.1 0.1 -0.16
N -0.9805 1.1779 -1.8648 0.1 0.2 -0.2 0.04
C 0.6189 3.7287 1.2906 0.0 0.0 0.0 -0.13
C 0.7993 5.0998 1.1963 0.0 0.0 0.0 0.00
C 1.1479 5.7741 2.3557 0.0 0.0 0.0 -0.06
C 1.3054 5.0892 3.5647 0.0 0.0 0.0 -0.06
C 1.1195 3.7174 3.6471 0.0 0.0 0.0 0.00
C 0.7744 3.0514 2.4816 0.0 0.0 0.0 -0.13
H 0.6583 -4.7367 3.7023 0.0 0.0 0.0 0.11
H 0.8565 -3.1440 5.4392 0.0 0.0 0.0 0.09
H 0.9151 -0.8055 5.2375 0.0 0.0 0.0 0.12
H -0.4266 -4.3077 1.5052 0.0 0.0 0.0 0.09
H -0.1708 4.1481 -3.2062 0.0 0.0 0.0 0.12
H -1.5362 3.2713 -5.1030 0.0 0.0 0.0 0.12
H -2.7322 1.0665 -4.7547 0.0 0.0 0.0 0.11
H -2.3066 -0.1636 -2.7206 0.0 0.0 0.0 0.07
H 0.6712 5.6083 0.2503 0.0 0.0 0.0 0.12
H 1.3006 6.8449 2.3314 0.0 0.0 0.0 0.11
H 1.5775 5.6456 4.4522 0.0 0.0 0.0 0.11
H 1.2378 3.1796 4.5780 0.0 0.0 0.0 0.11
C -2.1117 -2.2448 1.1006 0.0 0.0 -0.1 -0.07
C -0.1171 -1.0553 1.9709 0.0 0.0 0.0 -0.24
N 0.9532 -1.0422 0.9416 0.1 0.1 0.4 -0.06
C 1.9554 -2.0905 0.6619 -0.1 0.0 -0.1 -0.13
C 1.6448 -2.8381 -0.6390 0.1 0.0 0.0 -0.15
N 0.5379 -2.2230 -1.4241 0.0 0.0 0.0 -0.05
C -0.6225 -3.1372 -1.4728 -0.1 0.0 -0.1 -0.17
C -1.9118 -2.3748 -1.3261 0.1 0.1 -0.1 -0.18
N -1.8569 -1.5047 -0.1340 -0.1 0.0 0.3 -0.05
H -2.9305 -1.7744 1.6402 0.0 0.0 0.0 0.15
H -2.3765 -3.2813 0.9000 0.0 0.0 0.0 0.14
H -1.3823 -2.1330 3.0105 0.0 0.0 0.0 0.18
H -0.8233 -0.2897 1.6393 0.0 0.0 0.0 0.12
H 1.5165 -0.2851 1.3183 0.0 0.0 0.0 0.07
H 2.0950 -2.7721 1.4977 -0.1 0.0 0.0 0.12
H 2.8848 -1.5383 0.5273 0.0 -0.1 0.0 0.10
H 1.3854 -3.8712 -0.4131 0.0 0.0 0.0 0.11
H 2.5501 -2.8800 -1.2450 0.0 0.1 0.0 0.13
H 0.8752 -2.0713 -2.3671 0.0 0.0 0.0 0.09
H -0.5249 -3.8633 -0.6668 0.0 0.0 0.0 0.10
H -0.6564 -3.7162 -2.3993 0.1 0.0 0.0 0.14
H -2.7715 -3.0508 -1.3001 0.0 0.0 0.0 0.13
H -2.0247 -1.7457 -2.1990 -0.1 0.0 0.0 0.08
H -2.5731 -0.7912 -0.2170 0.0 0.0 0.0 0.13
Se 3.0104 1.4567 -0.3003 0.0 0.0 -0.1 1.27
N 1.8089 0.6080 -1.3411 0.1 0.2 -0.1 -0.25
C 2.3112 0.5679 -2.5666 -0.1 -0.1 0.1 -0.33
C 1.6489 0.0270 -3.7144 0.1 0.1 0.0 -0.04
C 2.2942 0.0618 -4.9045 0.0 0.0 0.0 -0.05
C 3.6147 0.6115 -5.0432 0.0 0.0 0.0 -0.06
C 4.2737 1.1389 -3.9881 0.0 0.0 0.0 0.00
C 3.6333 1.1365 -2.7060 -0.1 0.0 -0.1 -0.37
N 4.1683 1.6320 -1.6106 0.0 0.0 0.1 -0.20
H 0.6362 -0.3424 -3.6256 0.0 0.0 0.0 0.09
H 1.8015 -0.3211 -5.7892 0.0 0.0 0.0 0.11
H 4.0752 0.6053 -6.0217 0.0 0.0 0.0 0.11
H 5.2633 1.5653 -4.0735 0.0 0.0 0.0 0.12
```
Forces are in eV/Å.

spin multiplicity	2
maximum force	0.79	eV/Å
charge	+1
gap between HOMO and LUMO (alpha / beta)	5.0 / 5.0	eV
HOMO energy (alpha / beta)	-8.7 / -8.7	eV
E_LUMO (alpha / beta)	-3.64 / -3.67	eV

Entry from the OMol25 dataset: a molecular structure, C30H31N6PtS4Se in a non-equilibrium geometry (ωB97M-V/def2-TZVPD).

Geometry as XYZ:
```
73
Properties=species:S:1:pos:R:3:forces:R:3:lowdin_charge:R:1
Pt -1.1628 1.0869 0.2347 1.5 1.0 1.1 0.66
S -1.5832 1.4772 2.8676 -0.8 -0.3 -1.2 0.64
C -0.2565 2.4490 2.4779 0.9 0.5 0.1 -1.13
N 0.1234 2.5708 1.2245 -1.1 -1.2 0.2 -0.14
C 1.2549 3.3228 1.0919 0.9 0.5 0.0 -0.32
C 1.9008 3.6472 -0.0965 -0.1 -0.1 0.0 -0.02
C 3.0638 4.3870 -0.0475 0.0 0.0 0.0 -0.07
C 3.5822 4.8218 1.1697 0.1 0.0 0.1 -0.07
C 2.9455 4.5297 2.3630 0.1 0.0 -0.1 -0.08
C 1.7824 3.7827 2.3144 -0.3 -0.2 -0.2 -0.46
S 0.7707 3.2645 3.6389 -0.3 -0.1 -0.6 1.07
H 1.4783 3.3211 -1.0341 0.0 0.0 -0.1 0.10
H 3.5766 4.6357 -0.9642 0.0 0.0 -0.1 0.11
H 4.4933 5.3981 1.1855 0.1 0.1 0.0 0.11
H 3.3483 4.8517 3.3108 0.1 0.1 0.0 0.12
C -2.0673 -2.3949 3.8154 0.0 0.0 0.2 0.01
C -2.6334 -2.5222 2.4480 0.1 -0.2 -0.3 -0.25
C -3.2218 -3.6580 1.9446 -0.1 0.1 -0.3 0.04
C -3.7322 -3.6265 0.6264 0.2 0.2 0.8 -0.30
N -3.6426 -2.5388 -0.1187 -0.4 0.0 -0.4 0.13
C -3.0861 -1.4499 0.3743 0.2 0.6 0.9 -0.73
S -3.0633 -0.0043 -0.5129 0.6 0.0 0.5 0.58
N -2.5707 -1.4387 1.6472 0.0 -0.4 -0.1 0.10
C -4.4110 -4.8011 0.0295 0.0 -0.2 -0.1 -0.01
H -1.6712 -3.3458 4.1626 0.0 0.0 0.0 0.10
H -2.8545 -2.0887 4.5053 0.0 0.0 0.0 0.11
H -1.2896 -1.6338 3.8415 0.1 0.0 0.0 0.07
H -3.3132 -4.5438 2.5525 0.1 0.0 0.0 0.13
H -2.1738 -0.5495 1.9867 -0.1 -0.5 -0.2 -0.01
H -4.0861 -5.7280 0.4919 0.0 -0.1 0.0 0.09
H -4.2459 -4.8252 -1.0436 0.0 0.0 -0.1 0.09
H -5.4851 -4.7023 0.1859 -0.1 0.0 0.0 0.10
C 0.2885 -0.4012 -4.8037 0.1 -0.5 -0.2 -0.05
N -0.3395 0.8331 -4.4334 -0.2 0.4 0.3 -0.15
C 0.1977 2.0812 -4.5739 0.2 0.7 0.2 -0.06
C -0.6552 2.9573 -3.9867 0.8 0.2 -0.3 -0.06
N -1.7146 2.2417 -3.4988 0.3 -0.3 -0.2 -0.13
C -2.7539 2.7605 -2.6544 -0.4 0.0 0.4 -0.05
C -1.5219 0.9351 -3.7864 -0.8 -1.2 -0.1 -0.76
Se -2.6607 -0.4674 -3.4799 0.2 0.0 -0.9 0.61
H 1.3509 -0.2244 -4.9505 0.0 0.1 0.0 0.09
H -0.1448 -0.8054 -5.7188 0.0 0.0 0.1 0.10
H 0.1472 -1.1289 -4.0031 0.0 0.0 -0.1 0.06
H 1.1279 2.2395 -5.0818 0.1 0.1 -0.1 0.12
H -0.5847 4.0217 -3.8891 0.0 0.2 0.0 0.12
H -2.7905 3.8413 -2.7587 0.0 0.0 0.0 0.10
H -2.5455 2.5027 -1.6037 -0.1 0.2 -0.3 0.03
H -3.7183 2.3329 -2.9273 0.1 0.0 0.0 0.09
N 0.4529 0.6238 -1.2935 -1.5 0.6 0.2 -0.40
S 1.8244 -0.1685 -1.0615 -0.7 -0.2 1.5 1.10
C 2.4587 0.2535 0.5973 0.1 -0.1 -0.7 -0.40
C 1.6779 0.0296 1.7175 -0.1 -0.2 0.1 -0.11
C 2.1980 0.3454 2.9607 -0.1 0.0 -0.1 -0.09
C 3.4651 0.8971 3.0683 0.2 -0.1 -0.1 -0.06
C 4.2355 1.1170 1.9378 0.0 0.1 0.1 -0.06
C 3.7294 0.7962 0.6889 -0.1 -0.1 -0.2 -0.08
C 1.2192 -1.8121 -0.6194 0.2 0.0 -0.2 -0.38
C -0.0529 -2.2261 -0.9706 -0.1 0.3 -0.1 -0.09
C -0.4650 -3.5061 -0.6249 0.1 -0.1 0.0 -0.06
C 0.3909 -4.3571 0.0556 -0.1 0.0 0.0 -0.06
C 1.6655 -3.9298 0.3969 0.1 0.0 0.0 -0.06
C 2.0892 -2.6603 0.0489 0.1 0.0 0.0 -0.08
H 0.6455 1.4356 -1.8711 -0.1 -0.1 -0.2 -0.02
H 0.6756 -0.3832 1.6158 0.2 0.0 0.1 0.09
H 1.6180 0.1669 3.8520 -0.1 0.0 0.1 0.11
H 3.8580 1.1493 4.0407 0.1 0.0 0.1 0.12
H 5.2290 1.5278 2.0315 0.1 0.1 0.0 0.12
H 4.3041 0.9629 -0.2111 0.1 0.0 0.0 0.11
H -0.7164 -1.5652 -1.5127 -0.1 0.1 -0.1 0.03
H -1.4546 -3.8314 -0.9081 0.0 0.0 -0.1 0.10
H 0.0780 -5.3614 0.3021 0.0 0.0 0.1 0.11
H 2.3371 -4.5863 0.9271 0.1 -0.1 0.0 0.11
H 3.0843 -2.3316 0.3086 0.1 0.0 0.1 0.12
```
Forces are in eV/Å.

spin multiplicity	1
maximum force	2.11	eV/Å
charge	+1
gap between HOMO and LUMO	5.0	eV
HOMO energy	-8.8	eV
E_LUMO	-3.82	eV